1 | The molecule H2NO2P, computed with ωB97M-V with the def2-TZVPD basis set.

The geometry in XYZ format:
```
6
Properties=species:S:1:pos:R:3:lowdin_charge:R:1
N -0.5250 -1.5578 0.0469 -0.166
O -1.5268 0.9436 -0.0917 -0.345
O 1.1100 0.9012 -0.0778 -0.222
P -0.3206 0.0409 -0.0416 0.628
H 0.2904 -2.1996 0.0032 -0.002
H 0.9720 1.8717 0.1610 0.107
```

HOMO energy: -10.717 eV
Kohn-Sham gap: 10.26 eV
Charge: 0


2 | A cluster of 2 separate species, H2NO2P in total, computed with ωB97M-V with the def2-TZVPD basis set.

The geometry in XYZ format:
```
6
Properties=species:S:1:pos:R:3:lowdin_charge:R:1
N -1.2919 -0.4665 -0.1629 0.145
O 2.7091 0.4895 0.1264 -0.477
O 0.4272 0.5572 0.2401 -0.418
P 1.5614 -0.4514 -0.1219 0.690
H -1.7018 0.1714 -0.8440 0.028
H -1.7039 -0.3003 0.7623 0.033
```

HOMO energy (alpha / beta): -10.386 / -10.386 eV
Kohn-Sham gap (alpha / beta): 8.01 / 8.01 eV
Charge: 0


Referenced to the most stable arrangement, the calculated values in kcal/mol are 1 0.0; 2 69.4.